65
Properties=species:S:1:pos:R:3:forces:R:3 method="wB97M-V/def2-TZVPD" de_lowest_kj_mol=2027.9 homo_lumo_gap_ha=0.304 e_tot_ev=-35585.0287 max_force_ev_per_a=18.3 multiplicity=1 lumo_ev=0.66
O 2.4269 0.1638 -2.4975 0.883 -0.999 5.080
O -0.6176 0.7220 1.0377 3.637 1.515 4.020
O 1.4607 -1.4739 -4.2849 3.186 0.522 -8.838
O 0.4992 -1.5400 1.7569 -2.383 0.461 -0.336
N -2.4588 -2.8255 3.0256 -5.272 0.469 -0.846
N -2.1443 -0.5468 -0.0343 4.175 -0.178 5.070
C 0.0326 3.0454 -1.1720 9.917 -6.984 -2.449
C -1.5515 0.6816 0.3586 -4.358 -2.560 -7.483
C 0.9909 -1.8085 -3.2106 -1.497 4.045 8.139
C -3.7665 -2.8563 3.9716 0.780 -2.461 -5.475
C -1.9245 -2.5839 5.2092 7.719 -4.847 3.024
C -1.8658 -1.8345 0.9185 -6.157 3.866 -1.974
C -0.1544 -2.5439 -2.9322 4.582 -0.295 1.550
C -3.3051 -2.3391 5.2523 -3.031 -3.627 0.816
C -0.4859 -2.1101 0.8192 5.326 -5.409 2.725
C 1.0556 -0.9100 -0.7805 -5.797 -8.621 -14.613
C -0.1972 -2.8240 -1.4377 -6.795 -5.131 -8.146
C 2.8661 -0.8026 -4.5969 -11.453 8.383 0.495
C -1.1279 3.0986 -0.5351 -9.240 -0.144 1.098
C 0.1175 -2.0418 -0.5139 3.277 5.601 2.797
C 4.7761 3.2802 -1.5760 -5.065 6.169 -4.269
C -2.5317 -1.5133 2.2996 16.506 -7.459 2.520
C 1.5102 -0.7575 -2.1128 -2.587 -3.260 1.271
C 0.9189 4.1836 -1.0508 0.735 0.857 -2.007
C -1.3302 -3.2657 3.9184 -16.567 -5.109 3.634
C 2.6174 0.5796 -3.7471 -1.591 -0.995 -2.125
C 3.2453 3.1332 -0.9559 3.158 2.302 -1.804
C -2.0591 1.7460 -0.7531 1.879 2.088 7.024
C 2.2429 3.9812 -1.7141 3.981 3.646 0.566
H 2.2373 3.7132 -2.8248 -0.172 0.454 1.504
H 2.6740 -0.4550 -5.5062 0.626 -0.170 -4.499
H 0.1597 -0.6154 1.7409 0.796 -0.138 0.474
H 1.4226 -0.5063 -0.1184 6.335 7.914 11.968
H -1.4101 -3.3859 6.0289 -2.100 2.002 -1.223
H 5.3360 2.6148 -1.1719 4.022 -4.047 2.850
H -4.6718 -2.6219 3.3160 1.166 1.245 1.223
H -3.2665 -1.0188 2.3006 -10.984 6.120 -0.248
H -1.2762 -1.8069 5.4273 0.931 2.160 0.250
H 1.0536 4.5032 -0.0572 0.159 0.313 1.451
H -0.4149 -3.2782 1.1151 -0.226 2.272 -0.524
H -4.0290 -3.8785 4.0397 0.304 -1.666 0.401
H 5.1267 4.4088 -1.4300 -0.546 -2.483 0.125
H 2.9247 5.0164 -1.5159 -2.366 -1.724 -1.492
H 1.5847 1.1087 -3.8824 1.961 -0.427 -1.700
H 0.7560 2.0479 -0.5268 -1.928 2.610 -1.433
H -1.8305 3.8342 -1.1490 1.237 -0.430 1.861
H -0.6140 -2.9006 3.5679 11.890 4.781 -4.806
H -0.2394 -3.2340 -3.7679 -1.205 -0.549 0.467
H -3.8136 -2.9205 6.0353 0.139 0.395 0.060
H -2.9150 -0.4410 -0.5574 -3.468 -0.160 -2.034
H 0.4767 4.9971 -1.5822 -0.648 1.039 -0.289
H 2.8858 2.2137 -1.1248 -0.486 -4.100 0.322
H -1.7204 -0.8988 3.0040 -1.763 -0.468 -2.212
H -2.1531 1.2003 -1.6195 0.249 -0.433 -2.353
H -3.7136 -1.4437 5.2261 -0.700 5.067 0.993
H -1.1357 -3.5372 -1.3738 2.092 0.880 0.938
H 4.8900 3.1761 -2.7568 -0.711 -0.046 2.315
H -1.6618 -4.3974 3.7421 2.191 1.958 1.291
H -3.0181 1.9488 -0.2745 -0.446 0.436 -0.749
H -0.8984 3.3883 0.5712 -1.378 -0.556 -1.806
H -2.5142 -2.6255 0.3855 1.262 0.991 1.007
H 3.4145 3.4059 0.0822 -0.682 -0.097 0.164
H 3.5001 1.2214 -3.7569 -0.264 0.231 -0.198
H 3.3765 -1.3233 -4.0799 8.165 -6.843 5.232
H 0.2373 2.4522 -2.1688 -1.399 1.625 1.207